C28H67BN7O10 | ωB97M-V with the def2-TZVPD basis set

Results
Total charge: -1
DFT total energy, eV: -61702.7232
Largest force on an atom, eV/Å: 3.20
Kohn-Sham gap, eV: 6.257

Element x y z (Å)
B1 -3.548 -1.427 1.213
C1 -2.237 -0.385 1.296
O1 -2.364 0.317 2.586
C2 -1.183 1.145 2.887
C3 -0.284 0.397 4.082
O2 -1.250 0.019 5.126
C4 -0.746 -1.055 5.995
C5 -1.414 -2.512 5.579
O3 -0.387 -3.328 4.853
C6 -0.726 -3.211 3.409
C7 0.567 -3.415 2.421
H1 -4.481 -0.799 0.873
H2 -3.742 -1.754 2.343
H3 -3.330 -2.383 0.560
H4 -1.289 -1.090 1.224
H5 -2.253 0.363 0.396
H6 -1.599 2.136 3.407
H7 -0.523 1.418 1.957
H8 0.476 1.218 4.453
H9 0.350 -0.484 3.646
H10 -1.145 -0.817 7.094
H11 0.437 -1.128 6.042
H12 -2.410 -2.423 4.968
H13 -1.654 -3.083 6.597
H14 -1.147 -2.115 3.218
H15 -1.627 -3.939 3.135
H16 0.292 -4.069 1.475
H17 1.420 -4.003 3.009
H18 0.930 -2.353 2.067
C8 2.517 2.911 0.094
C9 1.099 2.642 -0.329
O4 0.503 1.614 -0.016
N1 0.475 3.590 -1.087
C10 1.010 4.850 -1.549
H19 2.889 2.075 0.692
H20 3.156 3.017 -0.787
H21 2.559 3.818 0.705
H22 -0.477 3.347 -1.338
H23 0.377 5.651 -1.161
H24 0.969 4.857 -2.641
H25 2.039 5.013 -1.225
C11 0.730 -3.750 -1.819
C12 0.004 -5.042 -1.564
O5 -0.386 -5.368 -0.446
N2 -0.217 -5.865 -2.631
C13 0.164 -5.653 -4.008
H26 0.837 -3.195 -0.883
H27 1.729 -3.954 -2.216
H28 0.161 -3.135 -2.523
H29 -0.710 -6.717 -2.390
H30 -0.743 -5.664 -4.618
H31 0.812 -6.478 -4.313
H32 0.688 -4.707 -4.158
C14 -0.634 3.692 -4.891
C15 0.639 4.088 -5.590
O6 1.604 4.548 -4.987
N3 0.695 3.920 -6.944
C16 -0.332 3.399 -7.817
H33 -0.539 3.879 -3.819
H34 -1.470 4.284 -5.273
H35 -0.825 2.625 -5.041
H36 1.578 4.206 -7.351
H37 0.069 2.520 -8.326
H38 -0.570 4.166 -8.557
H39 -1.239 3.122 -7.278
C17 5.692 -0.576 -4.034
C18 4.645 -0.816 -2.981
O7 3.712 -1.598 -3.147
N4 4.759 -0.128 -1.808
C19 5.779 0.825 -1.434
H40 5.478 -1.188 -4.914
H41 5.685 0.475 -4.335
H42 6.678 -0.855 -3.651
H43 4.023 -0.335 -1.143
H44 6.274 0.457 -0.533
H45 5.290 1.777 -1.211
H46 6.521 0.975 -2.219
C20 -6.912 2.478 4.332
C21 -5.681 2.161 3.527
O8 -5.597 2.411 2.328
N5 -4.635 1.574 4.179
C22 -4.551 1.207 5.574
H47 -7.664 2.942 3.688
H48 -7.334 1.559 4.748
H49 -6.664 3.179 5.134
H50 -3.839 1.387 3.580
H51 -3.705 1.739 6.015
H52 -4.369 0.131 5.633
H53 -5.459 1.451 6.127
C23 3.065 -10.269 -2.181
C24 2.074 -9.162 -2.416
O9 1.076 -9.311 -3.116
N6 2.316 -7.959 -1.818
C25 3.428 -7.599 -0.968
H54 2.748 -11.168 -2.715
H55 4.050 -9.974 -2.554
H56 3.118 -10.502 -1.113
H57 1.612 -7.258 -2.017
H58 3.028 -7.283 -0.001
H59 3.952 -6.759 -1.431
H60 4.126 -8.423 -0.818
C26 -0.394 7.987 2.627
C27 -0.380 7.848 1.129
O10 0.663 7.763 0.487
N7 -1.584 7.819 0.486
C28 -2.904 7.905 1.068
H61 0.631 7.997 3.007
H62 -0.877 8.927 2.911
H63 -0.921 7.140 3.076
H64 -1.504 7.724 -0.520
H65 -3.453 7.000 0.801
H66 -3.409 8.773 0.637
H67 -2.877 8.005 2.154

=====

C28H68BGaNO2 | ωB97M-V with the def2-TZVPD basis set

Results
Total charge: -1
DFT total energy, eV: -88778.4237
Largest force on an atom, eV/Å: 0.90
Relative energy (zero: lowest compared OMol25 entry of this formula, charge and spin), kcal per mole: 0.0
Kohn-Sham gap, eV: 6.297

Element x y z (Å)
C1 7.668 -6.274 1.154
O1 8.454 -5.125 1.376
C2 7.849 -3.948 0.862
C3 6.560 -3.545 1.573
C4 6.348 -2.020 1.591
C5 4.905 -1.589 1.322
C6 4.356 -2.144 0.003
C7 3.270 -1.261 -0.610
C8 1.955 -1.347 0.166
Ga1 1.072 -3.190 0.153
B1 -0.966 -2.969 0.794
O2 -1.532 -1.687 0.964
N1 -1.833 -4.021 1.293
C9 -2.400 -3.832 2.621
C10 -1.341 -5.379 1.108
H1 8.289 -7.143 1.366
H2 6.787 -6.299 1.804
H3 7.328 -6.323 0.112
H4 8.602 -3.164 0.961
H5 7.659 -4.086 -0.212
H6 6.617 -3.936 2.593
H7 5.702 -4.025 1.101
H8 6.677 -1.646 2.567
H9 7.015 -1.551 0.857
H10 4.286 -1.916 2.163
H11 4.865 -0.496 1.268
H12 3.935 -3.140 0.161
H13 5.190 -2.258 -0.705
H14 3.113 -1.557 -1.652
H15 3.656 -0.227 -0.640
H16 2.119 -1.029 1.204
H17 1.238 -0.627 -0.252
H18 1.822 -4.213 1.176
H19 1.202 -3.805 -1.351
H20 -1.240 -1.147 0.231
H21 -2.976 -4.715 2.915
H22 -1.633 -3.670 3.391
H23 -3.075 -2.975 2.626
H24 -2.171 -6.091 1.196
H25 -0.570 -5.660 1.838
H26 -0.909 -5.481 0.113
C11 -5.874 3.453 -0.578
C12 -5.253 2.666 -1.727
C13 -5.015 1.193 -1.398
C14 -4.049 0.938 -0.239
C15 -2.660 1.550 -0.417
C16 -1.910 1.009 -1.629
H27 -5.231 3.465 0.303
H28 -6.052 4.491 -0.866
H29 -6.833 3.019 -0.286
H30 -4.314 3.140 -2.028
H31 -5.914 2.724 -2.596
H32 -4.652 0.684 -2.295
H33 -5.977 0.726 -1.158
H34 -3.938 -0.142 -0.103
H35 -4.485 1.312 0.692
H36 -2.081 1.337 0.485
H37 -2.729 2.640 -0.483
H38 -1.806 -0.077 -1.564
H39 -0.908 1.434 -1.697
H40 -2.423 1.227 -2.568
C17 6.133 2.103 3.133
C18 6.774 2.167 1.751
C19 8.262 1.823 1.757
C20 9.144 2.764 2.580
C21 9.073 4.233 2.167
C22 9.528 4.486 0.734
H41 6.583 2.821 3.823
H42 5.066 2.321 3.081
H43 6.245 1.106 3.564
H44 6.612 3.158 1.316
H45 6.262 1.460 1.093
H46 8.626 1.791 0.727
H47 8.380 0.807 2.148
H48 10.182 2.424 2.503
H49 8.878 2.682 3.638
H50 9.696 4.818 2.850
H51 8.053 4.606 2.297
H52 10.559 4.154 0.588
H53 9.481 5.548 0.485
H54 8.903 3.954 0.015
C23 -12.041 3.753 -3.289
C24 -11.977 2.269 -2.945
C25 -10.920 1.930 -1.894
C26 -9.483 2.263 -2.299
C27 -9.001 1.597 -3.586
C28 -8.990 0.074 -3.516
H55 -11.099 4.110 -3.705
H56 -12.822 3.955 -4.024
H57 -12.258 4.349 -2.399
H58 -11.794 1.691 -3.855
H59 -12.953 1.944 -2.573
H60 -10.994 0.868 -1.648
H61 -11.153 2.469 -0.970
H62 -8.816 1.970 -1.481
H63 -9.374 3.347 -2.397
H64 -7.989 1.951 -3.798
H65 -9.617 1.923 -4.430
H66 -8.346 -0.271 -2.703
H67 -8.615 -0.361 -4.443
H68 -9.989 -0.330 -3.344

=====

Taking the records one at a time from the top gives lowest unoccupied orbital energy values of 1.9 2.2 eV.